(1)
Here is a molecular structure, C10H17Cl2HfNO5 in a non-equilibrium geometry from OMol25. Energies are from ωB97M-V/def2-TZVPD.

The geometry in XYZ format:
```
36
Properties=species:S:1:pos:R:3:forces:R:3:mulliken_charge:R:1
Hf 0.2595 0.0152 2.4777 -2.0 -2.2 -1.3 1.408
Cl 1.9148 1.4180 1.6475 1.4 1.3 -0.4 -0.544
Cl 1.9408 -1.7941 2.1963 0.8 -0.4 0.5 -0.623
O -1.1163 1.1927 1.6957 -0.5 1.0 1.1 -0.670
O -0.3510 -0.7624 4.5954 0.7 1.3 1.0 -0.603
O 0.2191 0.2831 6.4602 0.1 0.0 -1.1 -0.619
O -0.8851 -1.5284 1.7034 0.2 0.3 1.3 -0.592
O 0.7747 1.0931 4.4578 -0.8 -1.3 1.5 -0.632
N 0.2141 0.2070 5.2517 0.0 0.0 -1.3 1.293
C 0.8510 2.5058 -1.7047 0.3 0.2 -0.1 -1.480
C 1.1625 -0.0449 -1.4662 -1.6 0.0 0.1 0.449
C 0.7124 -2.5748 -1.1674 0.1 -0.3 0.1 -1.588
C -1.0411 -0.6774 -1.2146 1.4 1.1 -0.6 0.453
C 0.2995 -1.1646 -1.2731 -0.5 1.8 -0.1 0.438
C -2.2534 -1.4799 -1.0003 -0.3 -0.3 0.0 -1.451
C 2.6349 -0.0608 -1.5232 0.4 0.1 0.1 -1.332
C -1.0035 0.7357 -1.3926 1.3 -1.1 -0.1 0.494
C 0.3545 1.1262 -1.5409 -0.6 -1.3 0.2 0.659
C -2.1746 1.6286 -1.4298 -0.3 0.1 -0.1 -1.871
H -0.6018 -2.4338 1.9145 0.0 0.7 -0.2 0.232
H 1.6313 2.7370 -0.9692 0.0 0.2 0.0 0.214
H 1.6686 -2.6569 -0.6398 0.0 -0.2 -0.1 0.305
H 3.0645 0.5413 -0.7111 0.2 0.0 -0.1 0.166
H -0.0370 -3.1258 -0.5907 0.1 -0.2 0.0 0.353
H -1.2297 2.1604 1.6969 0.3 -0.9 -0.3 0.210
H -2.5303 1.7664 -2.4626 -0.2 0.2 0.0 0.204
H 3.0026 0.3495 -2.4728 0.2 0.0 -0.1 0.257
H -3.0732 -0.8224 -0.6930 -0.1 -0.2 0.0 0.318
H 3.0089 -1.0815 -1.4139 0.2 0.0 0.0 0.373
H -1.9330 2.6152 -1.0183 -0.2 0.1 0.0 0.426
H -2.5522 -2.0041 -1.9234 -0.2 -0.2 0.1 0.228
H -2.9885 1.1931 -0.8421 -0.1 0.2 0.0 0.401
H 0.0402 3.2314 -1.5918 0.1 0.1 0.0 0.363
H 1.2838 2.6496 -2.7031 0.1 0.3 -0.1 0.237
H 0.8067 -3.0399 -2.1616 0.1 -0.3 0.1 0.239
H -2.0738 -2.1976 -0.1910 -0.3 0.0 -0.2 0.284
```
Forces are in eV/Å.

Computed properties:
- orbital gap (eV) = 4.18
- total charge = -2
- highest occupied orbital energy (eV) = 0.92


(2)
Here is 3 unconnected molecules or ions with the total composition C10H17F6N2O5 in a non-equilibrium geometry from OMol25. Energies are from ωB97M-V/def2-TZVPD.

The geometry in XYZ format:
```
40
Properties=species:S:1:pos:R:3:forces:R:3:mulliken_charge:R:1
F -2.1693 0.1754 0.8410 -0.3 0.1 0.2 -0.235
F 1.5936 2.6306 -3.0172 0.1 0.3 -0.4 -0.270
F -3.2270 2.0369 0.8961 0.0 0.4 0.2 -0.284
F -4.3064 0.1825 1.0196 -0.4 -0.1 0.3 -0.291
F 2.2466 0.8588 -2.0084 0.3 -0.2 0.0 -0.210
F 0.2056 1.0450 -2.6368 -0.4 -0.2 -0.2 -0.249
O -0.9931 -2.7923 0.4028 -0.6 -0.2 -1.7 -0.340
O -2.3549 0.1193 3.5657 0.4 -0.4 -0.1 -0.470
O -3.9185 1.7176 3.4423 -0.3 0.0 -0.3 -0.336
O 1.9748 -0.6431 -4.1659 -0.2 0.2 0.3 -0.273
O 1.8831 1.2504 -5.3584 0.0 0.6 -0.2 -0.540
N 2.8463 -1.9216 1.3027 0.1 -0.1 -0.8 -0.779
N -0.0119 -2.6119 1.4387 0.6 0.8 1.5 -0.675
C 0.4618 -1.2517 1.4587 0.3 -0.5 -0.7 0.004
C 1.8287 -1.0357 0.6799 -0.3 0.2 1.3 -0.222
C -3.9331 1.7967 4.8719 0.0 0.2 0.6 -0.214
C 1.8088 0.6656 -4.3208 0.1 -0.9 -0.4 0.311
C 2.2601 -1.3820 -5.3593 0.2 -0.5 -0.4 -0.249
C -2.7925 2.6551 5.3787 0.2 0.0 -0.2 -1.108
C -3.0691 0.8198 2.9290 -0.3 0.2 0.7 0.351
C -3.1854 0.8011 1.4086 0.2 -0.1 -1.1 0.829
C 1.4656 1.3063 -2.9811 -0.1 0.3 1.0 0.959
C 3.7305 -1.2929 -5.7125 0.1 0.3 0.1 -1.106
H -2.8555 2.7762 6.4608 0.0 0.0 0.0 0.363
H 2.1846 0.0122 0.8185 -0.2 -0.3 -0.3 0.162
H -1.5316 -1.9954 0.2791 0.2 0.0 0.4 0.223
H -3.9095 0.7983 5.3101 0.1 0.0 -0.2 0.321
H 0.7023 -1.0134 2.5275 0.0 0.1 -0.4 0.064
H 4.0160 -0.2671 -5.9486 -0.1 0.0 -0.1 0.316
H 3.9559 -1.9217 -6.5745 0.0 0.0 0.0 0.372
H -0.2851 -0.4870 1.1188 0.6 -0.5 0.2 -0.034
H -1.8283 2.2076 5.1364 -0.1 -0.1 0.1 0.325
H 1.7423 -1.2890 -0.3866 0.0 0.1 0.3 0.011
H 1.6275 -1.0420 -6.1802 0.0 0.2 0.1 0.313
H 1.9904 -2.4156 -5.1478 -0.1 0.1 0.3 0.338
H -4.8876 2.2480 5.1421 0.0 0.0 -0.3 0.310
H 2.5313 -2.8497 1.0240 0.0 -0.1 0.2 0.409
H 4.3447 -1.6133 -4.8698 -0.1 -0.1 0.0 0.307
H -2.8185 3.6402 4.9098 -0.1 0.0 0.1 0.294
H 2.6769 -1.9181 2.3049 -0.1 0.1 0.0 0.303
```
Forces are in eV/Å.

Computed properties:
- orbital gap (eV) = 3.33
- total charge = -1
- highest occupied orbital energy (eV) = -0.66


(3)
Here is a gas-phase ion, C10H17N2 (charge +1) in a non-equilibrium geometry from OMol25. Energies are from ωB97M-V/def2-TZVPD.

The geometry in XYZ format:
```
29
Properties=species:S:1:pos:R:3:forces:R:3:mulliken_charge:R:1
N -1.0743 -0.0114 -0.4989 0.3 0.0 -0.7 -0.297
N 1.6696 0.4612 -0.6641 2.3 2.2 2.9 0.210
C -2.1841 0.5553 1.6705 2.5 -2.2 1.1 -1.152
C -1.9290 0.6192 0.1876 -1.8 -1.2 0.6 0.941
C -0.6792 -2.4025 0.0314 -0.8 1.3 -4.1 -1.262
C 2.4144 1.0913 0.1737 -0.7 -0.2 0.4 0.703
C -2.9993 1.3875 -0.4793 -1.0 1.8 -2.2 -1.152
C 2.8765 1.7310 1.2223 -0.7 -1.8 -3.2 -0.894
C 2.1469 -1.9817 -0.1446 -0.8 0.2 1.2 -1.781
C -0.1487 -1.0082 -0.3158 0.7 0.1 1.7 0.430
C 1.2073 -0.8063 -0.3645 -2.3 -3.1 -0.2 0.240
C 1.2272 1.0298 -1.8788 -2.8 1.3 -2.5 -0.787
H -2.9200 2.4940 -0.1436 -0.3 -1.7 -0.6 0.290
H -2.8193 1.3270 -1.6333 -0.6 0.3 2.1 0.291
H 0.7426 0.1364 -2.4204 1.0 1.9 0.2 0.313
H 1.9992 -2.1039 0.9413 0.8 -0.9 -0.3 0.468
H -3.2156 0.5804 2.0593 0.4 0.0 -0.7 0.396
H 1.8872 -2.9154 -0.6723 -0.1 0.7 0.1 0.384
H -1.6375 -0.4043 2.0434 -1.1 1.6 -0.2 0.276
H -4.0803 1.0311 -0.2108 2.2 0.5 -0.4 0.361
H 3.8225 1.8962 1.5889 2.4 -0.3 0.3 0.345
H 0.3884 1.8460 -1.7403 1.7 -1.7 0.0 0.291
H -1.6172 1.3811 2.0991 -0.1 0.2 0.3 0.283
H 3.1792 -1.7975 -0.3382 0.7 0.5 -0.2 0.385
H -1.4018 -2.6568 -0.8853 1.7 -0.1 2.1 0.281
H 2.2077 2.3897 1.6268 -2.2 1.4 1.3 0.284
H 0.1361 -3.0562 0.2221 0.1 -0.8 -0.3 0.419
H 2.0654 1.5294 -2.3547 -0.1 -0.3 -0.5 0.396
H -1.2641 -2.3426 0.8786 -1.4 0.2 1.8 0.337
```
Forces are in eV/Å.

Computed properties:
- orbital gap (eV) = 7.67
- total charge = +1
- highest occupied orbital energy (eV) = -11.84


(4)
Here is a gas-phase ion, C10H17N2O (charge +1) in a non-equilibrium geometry from OMol25. Energies are from ωB97M-V/def2-TZVPD.

The geometry in XYZ format:
```
30
Properties=species:S:1:pos:R:3:forces:R:3:mulliken_charge:R:1
O -1.2751 1.2274 -1.7105 -0.5 0.3 -0.7 -0.565
N 0.4814 -1.5469 0.0952 -0.2 -2.3 -0.1 0.005
N 1.3489 0.6652 -0.2375 1.0 -1.3 0.6 0.146
C 2.4106 1.5821 -0.6161 -1.0 0.1 -1.9 -1.074
C 0.2651 1.3662 0.3488 -2.9 0.4 0.1 -0.238
C 1.5019 -0.6292 -0.1687 0.3 -1.9 -1.5 1.144
C -3.6525 1.0874 -0.6560 -2.4 1.2 -2.3 -1.145
C 0.2689 1.2796 1.8413 1.5 -1.4 2.3 -1.130
C -1.5378 -2.6830 0.5205 1.1 0.6 1.0 -1.282
C 2.7614 -1.3932 -0.7153 -0.4 1.2 1.2 -1.481
C -0.7830 -1.4200 0.6421 1.0 0.8 -0.3 0.089
C -2.2406 1.2129 -0.6807 3.1 -1.7 0.9 0.396
C -1.0509 0.9251 -0.2126 -0.6 0.6 -0.3 0.029
H 0.7402 -2.5951 -0.1791 -0.3 2.8 0.5 0.239
H -4.0057 0.0766 -0.9870 0.5 0.6 0.6 0.300
H 2.3973 -2.2971 -1.2017 0.3 0.5 -0.7 0.393
H 1.2251 1.7484 2.3641 -2.0 -0.9 -1.2 0.292
H -1.6567 -2.8984 1.5915 0.4 -0.6 0.1 0.325
H 2.1621 2.0193 -1.6089 0.0 -0.3 0.6 0.350
H 0.3163 2.3797 -0.0513 0.3 0.2 0.2 0.635
H -4.0588 1.7643 -1.4978 0.5 -0.8 1.3 0.340
H 3.3562 -1.7854 0.1112 -0.2 0.1 0.5 0.362
H 3.4885 -0.7380 -1.2284 -0.8 -0.8 -0.4 0.393
H 0.1444 0.1468 2.1593 0.5 2.3 -0.6 0.240
H -2.5681 -2.5929 0.2975 -1.0 0.4 -0.8 0.337
H -0.6430 1.7409 2.1910 0.0 0.4 0.3 0.471
H -1.0345 -3.4645 -0.0348 -0.1 -0.5 -0.2 0.321
H 2.4684 2.3850 0.0793 0.3 0.4 0.7 0.370
H 3.2721 1.0118 -0.7280 1.8 -0.3 0.1 0.403
H -4.1020 1.4250 0.2725 0.0 -0.3 0.1 0.335
```
Forces are in eV/Å.

Computed properties:
- orbital gap (spin up / spin down) (eV) = 6.38 / 6.38
- total charge = +1
- highest occupied orbital energy (spin up / spin down) (eV) = -10.54 / -10.54


(5)
Here is a gas-phase ion, C10H17N2O2 (charge +1) in a non-equilibrium geometry from OMol25. Energies are from ωB97M-V/def2-TZVPD.

The geometry in XYZ format:
```
31
Properties=species:S:1:pos:R:3:forces:R:3:mulliken_charge:R:1
O 1.5616 -1.4397 1.0551 -1.3 0.1 0.9 -0.108
O 1.4896 -1.2048 2.4957 0.0 -0.3 -0.6 -0.352
N 1.1860 -1.0480 -1.5981 0.3 0.2 0.9 -0.213
N 1.0296 -0.2882 0.4871 1.7 -0.8 -2.4 0.583
C -2.8053 -0.6103 0.1612 -0.2 1.3 -1.6 -1.024
C 2.1014 0.7011 0.5664 0.6 1.8 0.1 -0.365
C -1.3241 -1.0292 0.1135 -1.8 -3.5 -1.2 -0.237
C 3.4617 0.2148 -0.0059 -0.9 0.0 0.8 -0.499
C -3.1597 0.6200 -0.6779 -1.0 0.4 2.8 -0.629
C 3.5417 -0.5296 -1.0743 0.5 -1.4 -1.5 -0.273
C 2.4025 -1.0806 -1.8584 0.5 0.4 0.1 -0.009
C -0.7353 1.2581 -0.2475 -0.6 2.2 3.4 -1.009
C -0.4080 0.0159 0.5873 -0.7 0.7 -0.3 0.106
C -2.2194 1.7041 -0.1514 -0.8 -0.6 0.8 -0.902
H -0.2158 2.0884 0.2859 0.1 -0.3 -1.0 0.478
H 2.2465 0.8473 1.6732 -0.2 0.4 -1.1 0.361
H -3.4211 -1.4331 -0.1040 -0.4 -1.0 -0.4 0.396
H -2.4535 1.8086 0.9525 0.1 0.5 -1.2 0.327
H 0.7730 -1.8168 2.7336 0.1 0.0 0.1 0.374
H -1.0470 -1.4501 -0.9021 -0.4 0.9 1.0 0.273
H -0.6983 0.2192 1.6177 0.6 0.2 0.4 0.230
H -3.1594 -0.3149 1.1119 0.2 -0.1 1.7 0.424
H -2.4574 2.6046 -0.7421 0.7 0.0 0.7 0.337
H -0.5036 1.1732 -1.2451 1.1 -0.3 -2.3 0.371
H 4.4148 0.3759 0.5057 -0.6 0.6 0.1 0.387
H -4.2775 0.9231 -0.4465 2.2 -0.6 -1.1 0.283
H 4.4821 -0.8911 -1.5145 -0.3 0.4 0.6 0.339
H 1.8091 1.6689 -0.0090 0.4 -1.7 1.3 0.382
H -2.8893 0.4382 -1.6685 -0.4 -0.2 -2.0 0.405
H 2.7815 -1.5712 -2.7927 -1.0 0.3 0.4 0.359
H -1.5064 -1.9536 0.6911 1.5 0.2 0.4 0.202
```
Forces are in eV/Å.

Computed properties:
- orbital gap (spin up / spin down) (eV) = 8.12 / 7.28
- total charge = +1
- highest occupied orbital energy (spin up / spin down) (eV) = -13.74 / -13.74


(6)
Here is 2 unconnected molecules or ions with the total composition C10H17N2O3 in a non-equilibrium geometry from OMol25. Energies are from ωB97M-V/def2-TZVPD.

The geometry in XYZ format:
```
32
Properties=species:S:1:pos:R:3:forces:R:3:mulliken_charge:R:1
O 0.5995 -0.0853 -1.4955 0.7 1.0 2.1 -0.996
O -0.0562 1.6651 -3.3182 -0.4 0.8 0.8 -0.485
O 0.7141 -2.6877 -2.3192 -0.9 -2.8 -1.1 -0.471
N 1.3367 0.3245 1.8777 -0.8 -0.2 0.2 0.039
N 0.2961 -0.5083 -2.6521 -1.0 0.4 -2.0 0.517
C 2.0333 0.7302 3.1274 2.2 -0.7 -0.4 -0.921
C -1.6714 0.3159 3.2187 -2.3 -0.4 1.1 -1.541
C -0.5653 -0.3272 -4.7586 0.2 -0.1 -1.3 -0.759
C 0.1185 0.5133 1.6187 0.3 0.6 -0.3 -0.106
C -0.1634 0.4169 -3.6605 0.9 -1.0 1.8 0.447
C 2.1240 -0.6493 1.0374 -1.0 0.3 -1.0 -0.644
C 0.2411 -1.7304 -3.1116 -0.3 0.5 -1.0 0.708
C -0.3050 -1.6479 -4.4926 0.2 -1.3 1.9 -0.572
C -2.1924 1.1721 0.9318 -0.6 2.2 -3.8 -1.141
C -1.1524 1.1192 2.0434 -1.2 0.0 -0.2 1.062
H 1.8906 -1.6415 1.4833 0.9 0.6 -0.4 0.357
H -2.8356 0.1813 3.3641 2.4 0.8 -0.7 0.319
H 0.1247 1.7513 -2.3122 0.0 -0.9 -1.7 0.388
H -0.8255 -0.0182 -5.7518 -0.4 0.5 0.1 0.447
H -1.2494 0.6331 4.1493 0.0 0.7 0.6 0.421
H -0.6102 -2.5533 -5.0149 0.3 0.5 -0.3 0.358
H -2.7917 0.3087 0.9460 -0.7 -1.3 -0.1 0.372
H 0.4912 -3.6184 -2.6972 0.6 2.4 0.9 0.377
H 1.4070 0.8372 3.9376 -2.1 0.3 1.4 0.412
H -1.7690 1.2486 -0.1695 -0.4 -0.3 2.3 0.055
H 1.8504 -0.5846 -0.0549 -0.4 -0.2 1.2 0.116
H -2.9649 2.0568 0.8969 1.8 -1.4 0.9 0.362
H 2.6810 -0.1540 3.4461 -0.4 1.4 -0.8 0.362
H 2.5750 1.7029 3.0733 -0.1 -1.0 -0.6 0.302
H -1.1477 2.1125 2.4097 1.3 1.3 0.2 0.303
H -1.2899 -0.6504 3.1670 0.3 -2.2 -0.4 0.458
H 3.1071 -0.2332 1.0805 1.0 -0.6 0.4 0.454
```
Forces are in eV/Å.

Computed properties:
- orbital gap (spin up / spin down) (eV) = 6.13 / 6.90
- total charge = +1
- highest occupied orbital energy (spin up / spin down) (eV) = -10.79 / -10.86